Entry 1:
ORCA calculation (ωB97M-V with the def2-TZVPD basis set) on the molecule C4H6FN3 at a distorted geometry.

Its lowest unoccupied orbital energy is 0.794 eV. As for the energy above the lowest of the compared OMol25 structures with the same formula, charge and spin: 186.0 kJ/mol. Its total charge is 0. As for the SMILES: C[C@@H](F)n1ccnn1. The calculated total energy comes out at -11430.7630 eV.

Cartesian coordinates (Å):
C: -2.912 -0.597 0.087
C: -1.656 -1.165 -0.210
C: 1.650 0.865 0.506
C: 0.639 -0.223 0.070
N: -2.687 0.637 0.514
N: -1.436 0.889 0.566
N: -0.763 -0.208 0.167
F: 1.095 -1.300 0.885
H: -3.754 -1.164 -0.101
H: -1.216 -2.081 -0.506
H: 1.036 1.714 0.712
H: 2.138 0.576 1.352
H: 2.299 1.156 -0.217
H: 1.046 -0.743 -0.860


Entry 2:
ORCA calculation (ωB97M-V with the def2-TZVPD basis set) on a cluster of 2 separate species, C7H10BrClN2 in total at a distorted geometry.

Its lowest unoccupied orbital energy is 0.470 eV. As for the energy above the lowest of the compared OMol25 structures with the same formula, charge and spin: 102.4 kJ/mol. Its total charge is 0. As for the SMILES: Cl[C@H](Br)n1cccn1.C=CC. The calculated total energy comes out at -92963.6887 eV.

Cartesian coordinates (Å):
C: -1.842 -3.100 -0.123
C: -2.993 -2.487 0.478
C: -0.878 -2.239 0.073
C: 1.548 2.414 -1.563
C: 2.666 1.547 0.426
C: 2.159 1.352 -0.774
C: -0.761 0.099 1.106
N: -2.690 -1.336 1.035
N: -1.349 -1.135 0.682
Cl: -0.791 0.274 2.835
Br: -1.718 1.672 0.269
H: -1.756 -4.139 -0.582
H: -3.944 -2.753 0.491
H: 0.104 -2.244 -0.469
H: 1.741 3.360 -1.139
H: 0.429 2.359 -1.463
H: 1.764 2.281 -2.653
H: 3.306 0.924 1.023
H: 0.306 0.305 0.719
H: 2.689 2.522 0.879
H: 2.009 0.326 -1.251


Entry 3:
ORCA calculation (ωB97M-V with the def2-TZVPD basis set) on a structure of composition C17H23GaIN2O2S at a distorted geometry.

Its lowest unoccupied orbital energy is 2.259 eV. Its total charge is -1. The calculated total energy comes out at -96388.6890 eV.

Cartesian coordinates (Å):
O: 1.994 -4.532 0.436
C: 1.720 -3.342 0.317
C: 2.208 -2.317 1.369
Ga: 3.625 -0.961 0.727
I: 3.309 -0.091 -1.723
C: 3.523 0.653 2.010
C: 3.142 2.033 1.295
C: 1.581 2.249 1.149
C: 1.095 2.590 -0.311
C: -0.330 3.301 -0.216
C: -1.411 2.435 0.543
C: -2.547 1.946 -0.464
S: -4.221 2.142 0.321
C: -4.936 0.505 0.500
N: -5.573 -0.212 -0.454
N: -5.979 -1.415 -0.005
C: -5.580 -1.421 1.302
O: -4.961 -0.269 1.662
C: 0.835 -2.886 -0.883
C: -0.465 -2.280 -0.605
C: -1.258 -1.823 -1.746
C: -0.739 -1.981 -3.113
C: 0.559 -2.634 -3.348
C: 1.368 -3.097 -2.229
H: 1.299 -1.834 1.842
H: 2.695 -2.914 2.194
H: 5.084 -1.623 0.867
H: 4.532 0.783 2.477
H: 2.697 0.448 2.741
H: 3.505 2.839 2.009
H: 3.718 2.202 0.347
H: 1.079 1.314 1.505
H: 1.257 3.112 1.802
H: 1.760 3.292 -0.872
H: 0.948 1.642 -0.903
H: -0.687 3.683 -1.214
H: -0.162 4.227 0.413
H: -1.889 3.034 1.363
H: -1.002 1.511 1.024
H: -2.495 2.581 -1.387
H: -2.397 0.880 -0.764
H: -5.786 -2.307 1.932
H: -0.884 -2.147 0.421
H: -2.254 -1.343 -1.622
H: -1.298 -1.618 -4.008
H: 0.962 -2.773 -4.375
H: 2.362 -3.583 -2.324


Entry 4:
ORCA calculation (ωB97M-V with the def2-TZVPD basis set) on a structure of composition C29H46P2SeTc at a distorted geometry.

Its lowest unoccupied orbital energy (spin up / spin down) is -7.328 / -7.202 eV. As for the energy above the lowest of the compared OMol25 structures with the same formula, charge and spin: 528.5 kJ/mol. The multiplicity is 4. Its total charge is +2. The calculated total energy comes out at -116918.0855 eV.

Cartesian coordinates (Å):
Tc: 1.349 -1.174 -1.441
C: -0.706 -0.580 0.740
C: -0.398 -1.548 -0.316
C: 1.264 -1.577 1.427
C: 0.220 -0.701 1.777
C: 0.881 -2.250 0.189
C: -1.990 0.151 0.877
H: -2.476 0.235 -0.098
H: -1.799 1.171 1.234
H: -2.703 -0.315 1.589
C: 0.112 0.012 3.086
H: -0.913 0.364 3.229
H: 0.767 0.887 3.130
H: 0.366 -0.631 3.936
C: 2.413 -1.965 2.273
H: 2.306 -1.546 3.287
H: 3.378 -1.619 1.863
H: 2.458 -3.062 2.355
C: 1.186 -3.651 -0.136
H: 0.565 -4.272 0.528
H: 2.246 -3.856 0.045
H: 0.947 -3.893 -1.178
C: -1.495 -2.318 -0.982
H: -1.886 -3.087 -0.298
H: -1.160 -2.804 -1.905
H: -2.338 -1.659 -1.219
C: -0.852 3.248 -1.545
C: -1.944 2.559 -1.945
C: -1.988 1.752 -3.205
C: -1.341 0.356 -3.143
C: 0.095 0.263 -2.869
C: 1.170 1.109 -3.312
C: 1.125 2.649 -3.317
C: 0.361 3.596 -2.372
H: -1.536 2.376 -4.018
H: -1.602 -0.194 -4.078
H: -3.049 1.596 -3.439
H: 0.114 4.468 -3.028
H: -0.799 3.506 -0.471
H: -2.897 2.606 -1.381
H: 1.074 4.040 -1.655
H: 2.174 2.964 -3.255
H: 2.127 0.846 -2.788
H: 0.887 2.958 -4.340
H: -1.812 -0.223 -2.318
H: 0.346 -0.984 -2.814
P: -0.517 1.456 -5.626
C: -0.600 3.201 -6.242
C: -1.813 0.753 -6.694
P: 1.767 -0.183 -4.760
C: 1.089 0.792 -6.179
C: 1.003 -1.769 -5.113
C: 3.538 -0.416 -4.964
H: 0.273 3.808 -5.974
H: -1.493 3.681 -5.811
H: -0.691 3.193 -7.336
H: -1.703 1.160 -7.709
H: -2.780 1.067 -6.274
H: -1.757 -0.343 -6.704
H: 3.838 -0.156 -5.991
H: 3.782 -1.479 -4.772
H: 4.059 0.218 -4.240
H: 1.779 1.613 -6.428
H: 0.926 0.134 -7.057
H: 1.627 -2.547 -4.673
H: 0.979 -1.921 -6.205
H: -0.019 -1.842 -4.732
Se: 2.987 0.325 -0.383
C: 2.706 1.762 1.024
C: 3.017 1.512 2.366
C: 2.627 2.391 3.380
C: 1.972 3.588 3.075
C: 1.811 3.936 1.718
C: 2.237 3.048 0.711
H: 3.559 0.602 2.625
H: 2.802 2.126 4.431
H: 1.609 4.245 3.858
H: 1.362 4.887 1.456
H: 2.208 3.364 -0.323